Molecular formula: C11H12F2O
Method: DFT, the ωB97M-V functional and the def2-TZVPD basis

As for the largest force on an atom: 4.57 eV/Å. As for the total energy: -19077.8026 eV. Its SMILES is C[C@H]1CCC(/C=C\C2C(F)=C2F)=CO1. The energy relative to the best compared isomer or geometry (same formula, charge and spin) comes out at 0.0 kcal per mole. The HOMO-LUMO gap comes out at 0.329 Ha. The LUMO energy comes out at 0.8 eV.

Structure (ORCA input):
```
! wB97M-V def2-TZVPD RIJCOSX def2/J DEFGRID3
* xyz 0 1
C -1.5722 2.1094 -0.6199
C -1.9928 1.1559 0.5193
C -2.4118 -0.1965 -0.1172
C -1.2346 -1.0973 -0.4693
C -0.0341 -0.8950 0.5081
C 0.9497 -1.9586 0.5631
C 2.2321 -1.8935 0.1650
C 2.9689 -0.5906 -0.1380
C 2.4505 0.7714 0.1679
F 2.4493 1.7127 1.1378
C 2.3969 0.4252 -1.0732
F 2.0092 0.8346 -2.2514
C -0.1088 0.0711 1.4053
O -1.1102 0.9943 1.5989
H -1.3874 3.0477 -0.2670
H -2.2667 2.1844 -1.4589
H -0.5539 1.7741 -0.9903
H -2.7797 1.7245 0.8903
H -3.1108 -0.1121 -1.0512
H -2.8649 -0.8470 0.5306
H -0.7574 -0.8416 -1.4147
H -1.4329 -2.2111 -0.4932
H 0.6949 -2.9142 0.7538
H 2.7781 -2.7365 0.1957
H 3.9756 -0.6307 -0.3016
H 0.7130 0.1195 2.2099
*
```

Here are the Löwdin charges for atoms 1 to 2, given in e: -0.019, -0.352